C3H4INO | ωB97M-V/def2-TZVPD

Each line ends with the natural charge from an NBO analysis.
Element x y z (Å)
N  -0.911  1.214  -0.111  -0.571
C  -1.063  -0.170  -0.288  -0.253
C  0.165  -0.903  -0.325  0.002
H  -1.530  -0.539  0.609  0.246
H  0.379  2.806  -0.056  0.187
O  1.371  1.036  -0.038  -0.592
C  0.278  1.665  -0.012  0.445
I  -1.956  -0.744  -2.194  0.062
H  0.683  -1.143  -1.210  0.220
H  0.659  -0.995  0.748  0.253

Atoms 1-3, force components in eV/Å:
N -1.245 1.373 0.201
C 0.101 -1.030 -0.385
C 3.380 2.828 4.084

Properties
F_max, Eh/bohr: 0.117
E_LUMO (spin up / spin down), eV: -1.9 / -1.9
E, eV: -14810.2070
Relative energy (zero: lowest compared OMol25 entry of this formula, charge and spin), kJ/mol: 309.4
Orbital gap (spin up / spin down), eV: 7.560 / 7.559

=====

C2H4N2 | ωB97M-V/def2-TZVPD

Each line ends with the natural charge from an NBO analysis.
Element x y z (Å)
C  0.290  0.836  1.477  0.439
H  0.928  -1.540  -2.753  0.330
C  0.303  -0.942  -2.145  0.576
H  -1.187  0.298  -1.390  0.489
H  -0.258  -0.408  3.122  0.538
N  -0.030  0.173  2.306  -0.327
N  -0.446  -0.267  -1.600  -0.395
H  0.401  1.851  0.983  0.350

Atoms 1-3, force components in eV/Å:
C 0.500 4.521 -1.839
H 0.938 -0.781 -0.420
C -2.293 1.891 1.119

Properties
F_max, Eh/bohr: 0.104
Total charge: +2
E_LUMO, eV: -10.0
E, eV: -5096.1491
Relative energy (zero: lowest compared OMol25 entry of this formula, charge and spin), kJ/mol: 57.1
Orbital gap, eV: 15.317

=====

H14O6S | ωB97M-V/def2-TZVPD

Each line ends with the natural charge from an NBO analysis.
Element x y z (Å)
O  1.284  1.199  -1.977  -1.017
H  1.296  1.503  0.574  0.479
H  -0.085  -0.111  2.612  0.486
H  -1.392  -0.410  -0.733  0.494
O  -0.561  -0.599  -1.190  -0.981
O  1.075  -2.426  0.286  -0.972
H  1.855  -1.853  0.165  0.493
H  1.357  -3.253  -0.121  0.483
H  -3.024  2.571  -0.047  0.147
O  -0.645  -0.875  2.438  -0.962
H  3.496  -1.132  -1.287  0.477
H  2.725  0.177  -1.354  0.517
H  0.498  0.641  -1.767  0.514
H  -4.516  1.431  0.194  0.151
O  3.106  -0.459  -0.720  -0.993
H  1.948  0.189  0.837  0.477
H  1.027  1.788  -2.689  0.482
H  -0.032  -1.549  2.127  0.474
H  -0.030  -1.102  -0.552  0.506
O  1.476  0.896  1.301  -0.961
S  -3.195  1.245  0.054  -0.295

Atoms 1-3, force components in eV/Å:
O -0.002 0.025 0.137
H -0.114 0.135 0.070
H 0.063 0.084 -0.220

Properties
F_max, Eh/bohr: 0.011
E_LUMO, eV: 0.3
E, eV: -23348.1891
Relative energy (zero: lowest compared OMol25 entry of this formula, charge and spin), kJ/mol: 23.4
Orbital gap, eV: 10.163
SMILES string: O.O.O.O.O.O.S

=====

C2H3NOS2 | ωB97M-V/def2-TZVPD

Each line ends with the natural charge from an NBO analysis.
Element x y z (Å)
C  -0.819  0.842  -0.216  -0.490
N  0.885  -1.580  1.736  -0.036
H  -1.317  0.781  0.748  0.217
H  0.423  -2.130  -0.055  0.452
C  1.009  -0.402  1.332  -0.203
S  -1.573  1.623  -1.461  0.051
S  0.811  0.243  -0.308  0.310
O  0.567  -2.545  0.823  -0.521
H  1.213  0.289  2.177  0.220

Atoms 1-3, force components in eV/Å:
C -0.807 1.226 -1.200
N -0.221 -1.477 -0.441
H 0.143 -0.281 0.089

Properties
F_max, Eh/bohr: 0.044
E_LUMO, eV: -0.9
E, eV: -27327.8659
Relative energy (zero: lowest compared OMol25 entry of this formula, charge and spin), kJ/mol: 280.9
Orbital gap, eV: 8.440
SMILES string: O/N=C\SC=S

=====

C16H46Cl6F6N5O6 | ωB97M-V/def2-TZVPD

Each line ends with the Mulliken charge.
Element x y z (Å)
O  16.191  -21.211  5.447  -0.723
H  12.040  -23.293  3.650  0.478
H  12.426  -17.616  2.545  0.334
H  19.681  -14.477  3.732  0.333
H  10.518  -18.997  7.504  0.345
H  9.921  -20.240  8.293  0.384
F  24.540  -15.234  12.320  -0.248
H  19.376  -18.160  10.786  0.288
C  15.377  -18.673  5.909  -0.308
C  14.757  -23.972  11.880  -0.372
H  9.291  -18.742  8.562  0.384
H  12.493  -16.738  1.105  0.382
H  18.273  -21.053  0.949  0.340
Cl  21.971  -21.930  7.475  -0.174
F  23.557  -13.332  12.123  -0.235
H  15.508  -23.921  13.921  0.339
C  20.341  -15.197  4.217  -1.169
C  12.723  -12.794  6.329  -0.350
H  16.182  -26.667  5.304  0.376
H  19.796  -15.320  5.153  0.392
N  9.648  -19.371  7.857  -0.525
H  14.838  -25.996  5.794  0.379
H  15.663  -17.836  6.546  0.287
H  21.394  -24.972  9.367  0.286
H  11.243  -17.653  1.546  0.393
H  13.038  -13.552  5.612  0.238
H  12.964  -11.779  6.013  0.344
O  13.998  -18.639  5.741  -0.790
O  20.851  -18.460  1.265  -0.598
C  21.888  -24.029  9.130  -0.497
N  12.253  -17.612  1.550  -0.567
F  21.462  -16.784  -0.978  -0.262
H  12.512  -18.479  1.102  0.377
F  22.693  -15.633  0.378  -0.214
H  14.479  -13.288  7.335  0.307
H  15.720  -18.415  4.907  0.132
H  9.067  -19.442  7.034  0.380
C  20.992  -23.211  8.163  -0.365
H  19.698  -15.671  11.199  0.348
H  11.430  -21.798  4.285  0.426
H  22.835  -24.300  8.664  0.357
H  16.539  -23.020  12.939  0.311
H  21.081  -17.995  11.284  0.280
H  15.792  -25.088  4.864  0.333
Cl  10.967  -12.848  6.749  -0.195
C  22.241  -16.863  0.174  0.852
N  12.179  -22.311  3.842  -1.229
H  20.766  -23.875  7.329  0.223
H  19.125  -16.387  12.631  0.301
N  17.516  -21.674  1.199  -0.560
H  13.117  -14.362  7.732  0.303
O  21.193  -16.378  2.335  -0.167
H  21.121  -17.167  4.236  0.248
H  16.620  -21.343  0.874  0.401
C  16.145  -20.057  6.304  -0.376
H  17.571  -22.623  0.858  0.397
O  21.176  -15.821  12.611  -0.288
Cl  13.161  -12.404  9.127  -0.157
H  21.310  -14.727  4.388  0.313
F  23.137  -14.703  13.824  -0.214
H  15.841  -20.413  7.288  0.203
H  17.408  -21.712  2.203  0.335
N  15.458  -26.032  4.998  -0.546
H  20.069  -22.876  8.635  0.338
F  23.248  -17.704  -0.076  -0.211
C  15.486  -23.285  13.036  -0.455
Cl  22.165  -23.242  10.733  -0.166
C  20.001  -16.365  11.983  -0.254
H  14.587  -23.274  11.060  0.280
C  23.343  -14.619  12.538  0.838
H  14.906  -26.283  4.190  0.405
Cl  15.628  -25.294  11.186  -0.207
H  19.883  -18.609  12.364  0.301
O  22.268  -15.367  10.534  -0.483
C  20.045  -17.857  11.592  -0.946
C  21.309  -17.275  1.333  0.360
C  13.418  -13.325  7.580  -0.490
H  12.445  -21.852  2.982  0.491
H  13.085  -22.128  4.248  0.396
H  13.796  -24.343  12.236  0.303
C  20.483  -16.581  3.575  -0.185
H  19.568  -17.152  3.420  0.309
H  17.194  -19.807  6.461  0.266
C  22.221  -15.292  11.748  0.314
Cl  14.781  -21.661  13.336  -0.198

Atoms 1-3, force components in eV/Å:
O -0.890 1.659 0.251
H -0.399 -0.527 0.188
H 1.112 -0.002 0.711

Properties
F_max, Eh/bohr: 0.092
Total charge: +3
E_LUMO, eV: -8.6
E, eV: -128476.9917
Relative energy (zero: lowest compared OMol25 entry of this formula, charge and spin), kJ/mol: 1034.4
Orbital gap, eV: 3.319

=====

C4H10FO3PSi | ωB97M-V/def2-TZVPD

Each line ends with the natural charge from an NBO analysis.
Element x y z (Å)
H  1.199  -1.492  -0.908  0.195
H  -0.817  -0.086  2.498  0.259
O  -1.992  0.938  -0.409  -1.117
C  0.085  -1.338  -1.149  -1.088
Si  -0.564  0.074  0.049  1.750
H  -2.543  -1.640  -0.391  0.156
F  -2.476  -2.928  1.530  -0.774
H  0.420  2.541  -0.111  0.190
H  1.484  1.361  -1.093  0.164
C  0.049  0.184  1.867  -1.122
O  -4.604  0.163  -0.206  -1.182
H  -0.107  -0.907  -2.194  0.208
H  -0.434  -2.212  -1.002  0.219
H  0.336  1.227  2.105  0.205
P  -3.312  0.385  0.547  2.291
C  0.409  1.697  -0.717  -1.104
O  -3.320  1.187  1.768  -1.177
H  0.946  -0.534  2.098  0.200
C  -2.251  -1.037  0.391  -0.474
H  -0.233  2.025  -1.667  0.202

Atoms 1-3, force components in eV/Å:
H -1.357 0.190 -0.811
H 0.520 -0.010 -0.153
O -1.590 -0.714 0.300

Properties
F_max, Eh/bohr: 0.091
Total charge: -2
E_LUMO, eV: 6.4
E, eV: -30336.4908
Relative energy (zero: lowest compared OMol25 entry of this formula, charge and spin), kJ/mol: 217.9
Orbital gap, eV: 7.306

=====

C22H46BaBrP3 | ωB97M-V/def2-TZVPD

Each line ends with the Mulliken charge.
Element x y z (Å)
H  -4.937  -0.906  3.083  0.312
H  2.545  4.581  -0.258  0.498
H  1.391  3.709  0.770  0.372
H  -1.412  -2.745  -1.638  0.091
H  -1.244  3.413  -3.487  0.368
C  2.233  -1.575  -1.950  -1.000
P  -0.870  3.132  -1.086  0.649
H  4.342  -3.550  2.507  0.279
C  3.368  -1.639  2.114  -0.490
H  -2.210  -3.965  -0.643  0.475
C  -3.165  -0.292  -2.196  -1.073
H  -3.281  -0.553  3.565  0.326
C  -1.701  4.165  0.193  -1.277
H  -4.264  2.002  1.037  0.381
C  -4.393  1.423  0.121  -1.455
H  4.208  3.746  -1.732  0.388
H  1.776  -0.600  -1.778  0.029
C  3.062  -1.987  -0.730  -0.868
Ba  -1.403  -0.193  0.260  1.445
C  -1.718  3.801  -2.585  -1.464
H  3.891  -1.286  -0.599  0.475
H  -3.911  1.977  -0.691  0.009
P  2.058  -1.958  0.841  0.733
H  4.353  3.317  0.736  0.452
C  4.585  -2.565  2.109  -1.254
H  -2.153  0.159  -2.288  0.153
H  4.729  1.598  0.520  0.415
C  1.791  3.790  -0.243  -0.912
H  1.439  -2.301  -2.146  0.255
H  5.372  -2.144  2.737  0.413
H  3.188  2.898  -2.920  0.363
P  2.658  2.191  -0.610  0.646
H  -1.262  3.955  1.168  0.292
H  3.683  -0.605  1.978  0.147
C  -3.838  0.040  0.251  0.730
C  -3.585  -0.668  1.433  0.585
H  0.547  -5.427  0.558  0.443
H  -3.731  -3.320  2.544  0.369
H  -4.298  0.726  2.914  0.424
C  -2.376  -3.036  -1.187  -1.540
H  -5.462  1.402  -0.102  0.299
H  -1.673  4.892  -2.595  0.387
Br  0.092  1.247  2.216  -0.814
C  0.666  -4.362  0.354  -1.050
H  -3.872  0.464  -2.536  0.344
H  4.540  2.054  -2.161  0.409
H  2.866  -1.678  3.083  0.440
C  3.750  2.789  -1.992  -1.448
H  -3.051  -3.260  -2.014  0.443
H  -2.762  3.914  0.227  0.367
H  1.078  3.942  -2.274  0.374
H  -2.765  3.492  -2.587  0.404
H  -0.258  -3.856  0.642  0.043
H  0.420  5.171  -1.195  0.551
H  -2.396  -3.923  1.568  0.480
C  -2.959  -1.975  -0.315  0.459
H  4.990  -2.693  1.104  0.266
C  0.696  4.115  -1.264  -1.208
H  1.683  -3.917  2.203  0.454
H  -1.596  5.224  -0.047  0.443
H  3.479  -2.985  -0.885  0.495
C  -2.794  -3.034  2.059  -1.782
C  -4.046  -0.330  2.818  -1.664
H  3.461  2.085  1.678  0.301
H  -2.096  -2.755  2.855  0.302
C  1.847  -3.784  1.130  -0.949
H  2.767  -4.306  0.859  0.470
C  -3.027  -1.926  1.077  0.777
H  -3.194  -1.112  -2.914  0.326
H  2.858  -1.515  -2.843  0.379
C  3.928  2.311  0.721  -1.399
C  -3.439  -0.762  -0.819  -0.358
H  0.803  -4.239  -0.723  0.276

Atoms 1-3, force components in eV/Å:
H -0.002 -0.011 -0.035
H -0.004 0.040 0.095
H -0.044 0.026 0.005

Properties
F_max, Eh/bohr: 0.192
E_LUMO, eV: 0.3
E, eV: -122164.2938
Relative energy (zero: lowest compared OMol25 entry of this formula, charge and spin), kJ/mol: 254.5
Orbital gap, eV: 7.871